Molecular formula: C5H12N2
Method: DFT, wB97M-V/def2-TZVPD

Cartesian coordinates (Å):
N  -0.196  1.735  -2.596
C  -0.752  1.976  -1.220
N  0.133  2.174  -0.122
H  0.519  2.422  -2.888
H  0.290  0.805  -2.636
H  -1.386  2.867  -1.344
H  -1.403  1.116  -0.998
H  0.904  1.496  -0.186
H  0.620  3.121  -0.238
C  1.107  -0.561  2.246
C  0.717  -1.771  1.734
C  -0.503  -1.852  0.877
C  -0.887  -2.949  0.152
H  0.549  0.343  2.038
H  2.061  -0.458  2.788
H  1.360  -2.663  1.830
H  -1.087  -0.913  0.818
H  -1.818  -3.028  -0.353
H  -0.227  -3.860  0.095

Summary:
frontier orbital gap (spin up / spin down) = 6.58 / 3.41 eV
ΔE to the lowest compared entry with this formula, charge and spin = 320.7 kJ/mol
energy = -8349.24500 eV
strongest force on any atom = 0.057 hartree/bohr
net charge = +1
spin multiplicity = 2

---

Molecular formula: C5H12N2
Method: DFT, wB97M-V/def2-TZVPD

Cartesian coordinates (Å):
C  2.554  -2.632  -1.084
N  1.458  -2.007  -1.272
C  0.653  -1.267  -0.318
C  -0.175  -0.371  -0.815
C  -1.254  0.393  -0.077
C  -0.742  1.760  0.440
N  -1.436  2.133  1.780
H  3.023  -3.049  -1.963
H  3.022  -2.706  -0.140
H  1.113  -1.928  -2.226
H  0.873  -1.601  0.687
H  -0.173  -0.224  -1.893
H  -2.076  0.608  -0.755
H  -1.542  -0.213  0.780
H  -0.774  2.678  -0.137
H  0.305  1.647  0.730
H  -2.327  1.659  1.936
H  -1.673  3.112  1.738
H  -0.831  2.007  2.589

Summary:
frontier orbital gap = 10.16 eV
structure (SMILES) = C=[NH+]/C=C/CC[NH3+]
ΔE to the lowest compared entry with this formula, charge and spin = 22.7 kJ/mol
energy = -8341.98390 eV
strongest force on any atom = 0.038 hartree/bohr
net charge = +2
spin multiplicity = 1

---

Molecular formula: C5H12N2O
Method: DFT, wB97M-V/def2-TZVPD

Cartesian coordinates (Å):
N  1.572  -1.619  -1.463
C  2.035  -0.254  -1.404
C  0.918  0.641  -0.789
N  0.564  0.110  0.538
C  -1.351  1.119  1.831
C  -0.763  0.009  0.992
C  -1.728  -0.886  0.269
O  -1.527  -1.395  -0.904
H  1.994  -2.237  -0.694
H  0.620  -1.541  -1.199
H  2.888  -0.171  -0.729
H  2.360  -0.039  -2.421
H  1.079  1.710  -0.596
H  -0.002  0.636  -1.276
H  1.176  0.147  1.347
H  -1.063  2.054  1.314
H  -2.444  1.010  1.882
H  -0.988  1.253  2.831
H  -2.657  0.650  -0.304
H  -2.685  -1.196  0.776

Summary:
frontier orbital gap (spin up / spin down) = 6.20 / 6.08 eV
ΔE to the lowest compared entry with this formula, charge and spin = 317.6 kJ/mol
energy = -10403.21213 eV
strongest force on any atom = 0.056 hartree/bohr
net charge = -1
spin multiplicity = 2

---

Molecular formula: C5H12N2O
Method: DFT, wB97M-V/def2-TZVPD

Cartesian coordinates (Å):
C  1.382  1.326  -0.815
N  0.176  0.449  -1.009
C  -0.547  0.816  -2.253
C  -0.708  0.496  0.286
C  -1.220  -0.924  0.804
N  -0.042  -1.641  1.284
C  0.503  -1.762  2.462
O  1.510  -2.345  2.720
H  2.121  0.799  -0.135
H  1.287  2.357  -0.438
H  2.058  1.302  -1.699
H  -1.342  1.526  -2.176
H  -0.755  -0.008  -2.691
H  0.280  1.354  -2.758
H  -1.660  1.079  0.013
H  -0.030  0.805  1.073
H  -1.913  -0.819  1.656
H  -1.508  -1.356  -0.093
H  0.411  -2.174  0.427
H  -0.003  -1.282  3.343

Summary:
frontier orbital gap = 9.86 eV
structure (SMILES) = CN(C)CCNC=O
ΔE to the lowest compared entry with this formula, charge and spin = 331.7 kJ/mol
energy = -10404.98572 eV
strongest force on any atom = 0.143 hartree/bohr
spin multiplicity = 1

---

Molecular formula: C5H12N2O
Method: DFT, wB97M-V/def2-TZVPD

Cartesian coordinates (Å):
C  2.352  1.001  -2.039
C  0.832  1.062  -1.775
N  0.674  1.110  -0.264
C  0.052  -0.067  0.304
C  -1.390  0.073  0.693
O  -2.009  1.023  0.248
N  -2.091  -0.870  1.496
C  -1.418  -1.958  2.202
H  2.719  1.679  -1.263
H  2.671  1.367  -2.920
H  2.960  0.128  -1.878
H  0.416  2.091  -2.114
H  0.320  0.387  -2.368
H  0.174  2.025  -0.022
H  0.620  -0.503  1.122
H  0.027  -0.897  -0.462
H  -3.051  -0.734  1.675
H  -0.752  -2.691  1.631
H  -0.766  -1.692  3.087
H  -2.338  -2.534  2.646

Summary:
frontier orbital gap = 9.83 eV
structure (SMILES) = CCNCC(=O)NC
ΔE to the lowest compared entry with this formula, charge and spin = 236.1 kJ/mol
energy = -10405.97652 eV
strongest force on any atom = 0.084 hartree/bohr
spin multiplicity = 1

---

Molecular formula: C5H12N2O
Method: DFT, wB97M-V/def2-TZVPD

Cartesian coordinates (Å):
C  0.824  0.960  -1.682
C  -0.317  0.421  -2.112
N  -0.420  -0.650  -2.990
C  0.167  -1.747  -2.792
H  1.779  0.527  -1.947
H  0.827  1.791  -0.990
H  -1.274  0.874  -1.880
H  0.114  -2.514  -3.556
H  0.738  -1.976  -1.885
C  -0.244  -1.114  2.161
N  0.259  0.125  1.578
C  -0.671  1.315  1.629
O  0.299  2.290  1.701
H  -0.441  -0.940  3.219
H  -1.173  -1.452  1.690
H  0.504  -1.898  2.043
H  0.558  -0.029  0.615
H  -1.279  1.222  2.546
H  -1.284  1.397  0.715
H  1.034  1.399  1.936

Summary:
frontier orbital gap = 10.03 eV
structure (SMILES) = C=CN=C.CNCO
ΔE to the lowest compared entry with this formula, charge and spin = 411.0 kJ/mol
energy = -10404.16396 eV
strongest force on any atom = 0.068 hartree/bohr
spin multiplicity = 1

---

Molecular formula: C5H12N2O
Method: DFT, wB97M-V/def2-TZVPD

Cartesian coordinates (Å):
C  1.002  1.545  -1.421
C  -0.336  0.969  -1.035
N  -1.477  1.912  -0.733
C  -0.208  0.284  0.337
O  -0.192  0.748  1.445
N  -0.055  -1.155  0.297
C  1.226  -1.538  0.912
C  -1.176  -1.814  0.951
H  0.975  1.918  -2.422
H  1.337  2.342  -0.679
H  1.796  0.741  -1.414
H  -0.635  0.454  -2.020
H  -1.415  2.742  -1.216
H  -1.469  2.062  0.230
H  1.352  -2.651  0.962
H  2.066  -1.106  0.330
H  1.371  -1.185  1.999
H  -2.093  -1.645  0.547
H  -1.057  -1.737  2.020
H  -1.013  -2.886  0.910

Summary:
frontier orbital gap = 9.78 eV
structure (SMILES) = C[C@H](N)C(=O)N(C)C
ΔE to the lowest compared entry with this formula, charge and spin = 276.6 kJ/mol
energy = -10405.55751 eV
strongest force on any atom = 0.082 hartree/bohr
spin multiplicity = 1

---

Molecular formula: C5H12N2O
Method: DFT, wB97M-V/def2-TZVPD

Cartesian coordinates (Å):
C  -0.981  1.792  -1.760
C  -0.751  1.134  -0.609
C  0.565  0.426  -0.279
C  1.127  0.953  1.046
C  0.333  -1.108  -0.387
N  1.291  -1.928  0.299
N  -1.011  -1.510  0.134
O  -1.160  -1.359  1.563
H  -1.856  2.424  -1.887
H  -0.270  1.759  -2.582
H  -1.473  1.257  0.197
H  1.300  0.686  -1.053
H  2.178  0.665  1.160
H  1.082  2.048  1.076
H  0.580  0.580  1.914
H  0.340  -1.378  -1.449
H  1.124  -2.891  0.012
H  1.002  -1.930  1.278
H  -1.824  -1.130  -0.351
H  -1.595  -0.492  1.679

Summary:
frontier orbital gap = 9.79 eV
structure (SMILES) = C=C[C@@H](C)[C@@H](N)NO
ΔE to the lowest compared entry with this formula, charge and spin = 356.5 kJ/mol
energy = -10404.72895 eV
strongest force on any atom = 0.031 hartree/bohr
spin multiplicity = 1

---

Molecular formula: C5H12N2O
Method: DFT, wB97M-V/def2-TZVPD

Cartesian coordinates (Å):
N  2.406  0.406  -1.809
C  1.326  1.173  -1.201
C  0.835  0.631  0.184
C  0.231  -0.756  0.007
C  -1.318  -0.684  -0.064
N  -1.981  -0.062  1.071
C  -1.861  -0.603  2.327
O  -1.432  -1.742  2.426
H  2.446  0.345  -2.819
H  2.344  -0.570  -1.538
H  0.394  1.393  -1.731
H  1.796  2.129  -0.969
H  1.700  0.685  0.845
H  0.151  1.378  0.552
H  0.506  -1.138  -0.984
H  0.523  -1.419  0.821
H  -1.615  -0.150  -0.957
H  -1.702  -1.707  -0.217
H  -2.377  0.838  0.877
H  -2.372  -0.146  3.180

Summary:
frontier orbital gap = 10.17 eV
structure (SMILES) = NCCCCNC=O
ΔE to the lowest compared entry with this formula, charge and spin = 143.7 kJ/mol
energy = -10406.93429 eV
strongest force on any atom = 0.048 hartree/bohr
spin multiplicity = 1

---

Molecular formula: C5H12N2O
Method: DFT, wB97M-V/def2-TZVPD

Cartesian coordinates (Å):
C  -1.761  0.818  -0.443
C  -0.779  -0.310  1.900
C  -1.977  0.261  -1.811
O  -0.640  -0.228  0.484
H  -2.589  0.617  0.237
H  -1.421  1.846  -0.390
H  -0.241  -1.184  2.274
H  -0.414  0.608  2.380
H  -1.836  -0.450  2.149
H  -2.961  0.588  -2.174
H  -1.219  0.598  -2.506
H  -1.978  -0.826  -1.784
C  1.998  -0.641  0.436
N  3.339  -0.530  -0.115
C  0.968  0.184  -0.267
N  0.827  1.031  -1.089
H  3.649  0.437  -0.071
H  3.327  -0.776  -1.102
H  2.028  -0.354  1.491
H  1.680  -1.687  0.402

Summary:
frontier orbital gap = 9.36 eV
ΔE to the lowest compared entry with this formula, charge and spin = 441.0 kJ/mol
energy = -10403.85303 eV
strongest force on any atom = 0.077 hartree/bohr
spin multiplicity = 1

---

Molecular formula: C5H12N2O
Method: DFT, wB97M-V/def2-TZVPD

Cartesian coordinates (Å):
C  -0.329  1.175  -1.168
C  1.219  -0.711  -1.044
N  0.411  -1.715  -1.516
O  2.252  -0.322  -1.532
H  0.511  -1.829  -2.515
H  -0.558  -1.662  -1.218
H  -0.603  0.679  -2.100
H  -1.201  1.709  -0.790
H  0.495  1.872  -1.341
C  -0.281  1.270  1.638
C  -0.335  0.021  0.797
N  1.024  -0.509  0.457
C  -1.284  -0.938  1.003
H  1.731  0.188  0.691
H  1.225  -1.371  0.994
H  -1.286  1.680  1.738
H  0.084  1.035  2.644
H  0.348  2.043  1.196
H  -1.173  -1.960  0.669
H  -2.249  -0.654  1.395

Summary:
frontier orbital gap = 7.14 eV
ΔE to the lowest compared entry with this formula, charge and spin = 481.7 kJ/mol
energy = -10403.43177 eV
strongest force on any atom = 0.010 hartree/bohr
spin multiplicity = 1

---

Molecular formula: C5H12N2O
Method: DFT, wB97M-V/def2-TZVPD

Cartesian coordinates (Å):
C  -0.113  1.995  -2.259
C  0.288  2.369  -1.044
N  -0.391  2.118  0.159
C  -1.609  2.459  0.224
H  -1.047  1.466  -2.397
H  0.457  2.293  -3.126
H  1.220  2.907  -0.918
H  -2.144  2.331  1.158
H  -2.100  2.921  -0.636
N  -1.382  -2.313  0.603
C  0.040  -2.367  0.202
C  0.877  -1.530  1.135
O  2.239  -1.844  0.829
H  -1.955  -2.649  -0.155
H  -1.621  -1.345  0.783
H  0.191  -2.010  -0.823
H  0.361  -3.408  0.241
H  0.654  -1.791  2.175
H  0.701  -0.460  0.999
H  2.799  -1.115  1.112

Summary:
frontier orbital gap = 9.97 eV
structure (SMILES) = C=CN=C.NCCO
ΔE to the lowest compared entry with this formula, charge and spin = 301.7 kJ/mol
energy = -10405.29702 eV
strongest force on any atom = 0.016 hartree/bohr
spin multiplicity = 1

---

Molecular formula: C5H12N2O
Method: DFT, wB97M-V/def2-TZVPD

Cartesian coordinates (Å):
C  1.611  -1.769  -0.282
N  -1.467  -1.398  -0.038
C  -1.456  -0.628  -1.249
C  -1.761  -0.539  1.146
C  2.011  -0.947  0.736
N  0.877  2.625  0.873
C  0.694  2.230  -0.390
O  1.416  1.688  -1.247
H  0.507  -2.072  -0.314
H  2.320  -2.103  -1.041
H  -1.211  -1.396  -2.045
H  -2.504  -0.108  -1.591
H  -0.641  0.176  -1.236
H  -1.214  0.466  0.972
H  -2.834  -0.192  1.088
H  -1.492  -0.886  2.063
H  1.464  0.028  0.614
H  2.615  -1.063  1.629
H  1.510  3.474  0.979
H  -0.443  2.414  -0.667

Summary:
frontier orbital gap = 2.11 eV
ΔE to the lowest compared entry with this formula, charge and spin = 1209.4 kJ/mol
energy = -10395.88897 eV
strongest force on any atom = 0.102 hartree/bohr
spin multiplicity = 1